C58H143N9O27 | ωB97M-V/def2-TZVPD

Geometry as XYZ:
```
237
Properties=species:S:1:pos:R:3:forces:R:3
C 2.480 3.700 -5.127 -0.51 -0.14 -1.15
C 3.736 4.518 -4.884 -0.49 -0.73 2.11
C 3.404 5.937 -4.436 0.64 0.19 -0.48
O 4.593 6.679 -4.275 0.68 0.48 -0.07
C 5.153 7.119 -5.489 -0.03 0.22 -1.60
N 4.431 3.857 -3.708 0.21 0.24 -0.68
H 4.639 2.911 -3.996 0.41 -1.37 0.36
H 5.292 4.334 -3.479 0.38 0.24 0.06
H 3.894 3.807 -2.854 -0.81 0.17 0.69
H 1.815 3.572 -4.273 0.46 0.14 0.40
H 2.679 2.704 -5.523 0.26 -0.02 0.23
H 1.861 4.184 -5.883 0.08 0.21 -0.17
H 4.526 4.413 -5.627 -0.60 0.46 -0.57
H 2.930 5.959 -3.455 -0.10 -0.41 0.05
H 2.725 6.397 -5.153 -0.03 0.17 -0.22
H 6.128 7.607 -5.471 -0.01 -0.16 1.17
H 4.536 7.829 -6.039 -0.58 0.29 0.38
H 5.292 6.339 -6.238 -0.01 -0.63 0.18
C 0.198 5.971 4.322 0.02 1.23 -0.66
C 1.296 5.644 3.296 -0.07 -0.75 0.90
C 2.786 5.737 3.808 -1.54 -0.93 -0.62
O 3.577 5.071 2.866 -0.73 0.16 -0.73
C 4.898 5.036 3.254 1.89 -0.16 0.09
N 0.962 4.235 2.737 2.02 1.87 -0.23
H 1.540 3.531 3.173 -0.05 -0.97 1.07
H -0.019 4.008 2.665 -1.61 -0.48 0.64
H 1.289 4.115 1.789 0.42 0.31 -1.07
H 0.365 6.938 4.795 0.71 -0.11 0.40
H -0.054 5.236 5.087 0.18 -0.12 -0.29
H -0.653 6.279 3.714 -0.59 -0.86 0.11
H 1.159 6.371 2.496 0.24 -0.34 -0.29
H 2.962 5.229 4.756 -0.46 0.17 0.44
H 3.036 6.797 3.855 0.07 0.17 0.19
H 5.516 4.781 2.393 -0.12 -0.05 -0.07
H 5.137 4.315 4.036 -0.45 -0.30 0.15
H 5.275 5.987 3.630 -0.20 0.45 -0.08
C 4.501 -4.506 -2.031 -0.13 -0.17 0.62
C 3.636 -5.555 -1.262 -0.89 1.20 -2.45
C 2.840 -6.500 -2.254 1.05 -0.79 1.37
O 2.291 -7.595 -1.527 0.20 -0.79 0.38
C 1.217 -7.253 -0.654 -0.03 0.55 -0.11
N 4.454 -6.378 -0.270 -0.63 0.64 -1.36
H 5.046 -5.813 0.322 -0.01 1.92 1.35
H 3.816 -6.970 0.242 0.07 -0.39 0.27
H 5.187 -6.916 -0.710 -0.25 -0.77 -0.77
H 5.387 -4.896 -2.530 0.16 -0.26 0.35
H 4.756 -3.710 -1.331 0.49 -0.21 0.11
H 3.973 -3.982 -2.828 -0.65 -0.40 0.05
H 2.856 -4.956 -0.793 0.37 -0.24 1.02
H 3.608 -6.902 -2.915 -0.17 -0.42 -0.21
H 2.025 -6.115 -2.867 0.26 1.11 0.27
H 0.375 -6.834 -1.205 -0.02 0.22 -0.07
H 1.551 -6.521 0.081 -0.10 0.36 0.05
H 0.852 -8.101 -0.073 0.40 -0.45 -0.44
C 1.391 -0.659 -0.015 1.19 0.70 0.11
C 0.083 -0.351 0.629 -0.72 0.30 -0.54
C -0.421 -1.421 1.583 -0.16 0.26 1.26
O -1.495 -0.968 2.434 0.13 -0.07 -1.61
C -2.838 -0.929 1.775 2.47 -0.42 1.19
N 0.177 0.993 1.390 -0.07 -1.60 -1.34
H -0.742 1.357 1.602 -0.40 0.37 0.62
H 0.760 0.897 2.209 0.31 -0.31 1.36
H 0.719 1.678 0.883 0.26 0.72 -1.03
H 2.160 -0.356 0.696 0.56 -0.79 0.00
H 1.577 -0.021 -0.879 -0.17 0.36 0.02
H 1.458 -1.671 -0.415 0.00 -0.24 0.65
H -0.542 -0.253 -0.259 -1.05 0.58 0.55
H 0.394 -1.658 2.267 0.15 0.13 0.21
H -0.633 -2.373 1.097 -0.18 0.23 -0.57
H -3.254 -1.869 2.137 -0.97 0.44 -0.17
H -2.757 -0.942 0.688 -0.09 0.21 -0.04
H -3.204 0.012 2.186 -0.84 -0.39 -0.25
C -1.567 0.843 5.104 -0.17 0.55 -0.22
C -1.110 2.121 5.821 0.49 -1.19 1.17
C -2.047 2.734 6.901 -0.23 -0.49 0.27
O -2.244 1.896 8.062 0.77 -0.10 -1.98
C -2.960 2.453 9.123 0.28 0.57 0.45
N 0.170 1.651 6.499 -1.21 2.20 0.58
H 0.220 2.215 7.335 0.32 -0.46 0.78
H 0.102 0.663 6.698 0.74 -1.77 0.46
H 0.988 1.937 5.980 1.19 -0.48 -0.90
H -0.735 0.536 4.471 -0.26 0.08 -0.40
H -2.488 0.978 4.537 0.23 0.12 -0.16
H -1.692 -0.008 5.774 -0.08 0.25 0.43
H -0.717 2.913 5.183 -0.88 -0.02 -0.45
H -3.006 2.928 6.422 -0.19 0.03 -0.07
H -1.662 3.695 7.240 0.28 0.26 -0.03
H -3.692 3.216 8.859 -0.68 -0.50 -0.58
H -2.323 3.058 9.769 0.55 -0.29 0.37
H -3.359 1.597 9.666 -0.27 0.40 0.11
C -0.598 4.589 -2.857 -0.16 1.32 -0.01
N -1.440 5.521 -1.990 -0.50 0.37 3.19
C -2.149 6.665 -2.715 1.16 -0.87 -0.14
C -2.549 4.705 -1.273 0.06 -0.40 -1.87
C -0.498 6.134 -0.798 -1.43 1.20 -1.01
C 0.605 7.167 -1.253 1.07 -2.40 -1.16
O 1.684 7.151 -0.369 -0.86 2.03 1.39
H 0.081 4.030 -2.212 -0.15 -0.01 0.16
H -0.009 5.257 -3.486 0.15 -0.12 -0.03
H -1.185 3.936 -3.503 -0.37 0.05 0.35
H -1.342 7.363 -2.939 -0.35 -0.01 -0.75
H -2.908 7.215 -2.159 0.29 -0.53 0.72
H -2.673 6.198 -3.549 0.39 0.32 -0.34
H -3.139 4.313 -2.100 0.22 -0.63 -0.18
H -3.326 5.266 -0.754 1.05 0.51 0.69
H -2.092 3.872 -0.738 -0.15 0.38 0.23
H -0.197 5.322 -0.136 0.56 -0.22 -0.71
H -1.208 6.686 -0.182 -0.31 -0.06 -0.08
H 0.260 8.164 -1.529 -0.32 0.24 1.19
H 1.037 6.895 -2.216 -0.27 -0.71 -0.53
H 2.302 6.422 -0.460 -0.08 -1.05 -0.78
C -6.241 -1.329 -4.072 0.51 -0.86 -0.27
N -5.248 -2.039 -5.022 -0.04 1.48 -0.45
C -4.410 -0.926 -5.734 -0.72 -0.54 1.06
C -4.348 -2.933 -4.098 -0.38 0.63 -2.11
C -6.103 -2.832 -6.092 1.82 0.56 1.72
C -5.269 -3.290 -7.288 -0.05 -0.08 0.30
O -4.116 -4.071 -6.877 -1.26 0.84 -0.32
H -5.702 -0.958 -3.200 0.22 0.14 -0.26
H -6.917 -2.105 -3.715 -0.14 0.09 -0.10
H -6.778 -0.523 -4.572 0.14 -0.18 -0.14
H -3.584 -1.325 -6.323 -0.07 -0.28 0.44
H -4.095 -0.266 -4.925 0.41 -0.05 -0.05
H -5.026 -0.324 -6.402 -0.39 -0.30 0.11
H -3.513 -3.220 -4.737 -0.10 -0.26 0.30
H -4.977 -3.799 -3.892 0.34 0.12 0.59
H -3.988 -2.311 -3.278 -0.34 -0.16 0.18
H -6.899 -2.132 -6.345 0.05 -0.22 -0.33
H -6.494 -3.635 -5.467 -0.16 -0.27 -0.51
H -4.965 -2.450 -7.913 0.19 0.32 0.29
H -5.957 -3.823 -7.944 0.02 -0.57 0.10
H -3.529 -4.065 -7.636 0.19 -0.26 -0.04
C 1.234 -0.436 -5.604 -0.50 -0.27 0.54
N 0.538 -1.433 -4.653 2.13 0.89 -0.16
C -0.663 -2.062 -5.325 -0.09 0.47 1.61
C 1.561 -2.538 -4.365 -0.69 0.75 -0.22
C 0.230 -0.757 -3.246 0.34 -0.44 -0.68
C -0.179 0.759 -3.282 -0.67 -2.00 1.46
O -1.358 1.031 -3.975 1.54 0.57 -2.46
H 2.062 0.080 -5.117 -0.11 -0.16 0.56
H 0.503 0.306 -5.923 -0.05 -0.20 -0.10
H 1.665 -0.995 -6.435 -0.37 -0.09 -0.07
H -1.477 -1.483 -4.889 -0.37 -0.09 -0.64
H -0.740 -3.081 -4.944 -0.07 -0.04 -0.01
H -0.623 -2.049 -6.414 0.26 0.26 0.19
H 2.539 -2.117 -4.130 -0.22 0.31 0.12
H 1.652 -3.096 -5.297 -0.11 -0.38 0.29
H 1.144 -3.072 -3.512 0.14 -0.58 -0.20
H 1.147 -0.900 -2.674 0.36 0.62 -0.44
H -0.382 -1.508 -2.747 -0.96 0.40 -0.19
H 0.734 1.290 -3.551 -0.35 0.37 -0.90
H -0.316 1.066 -2.245 0.11 -0.32 0.45
H -2.219 0.893 -3.573 -0.42 -0.04 1.49
C 0.156 -5.283 2.546 -0.88 0.22 1.02
N -1.174 -5.929 3.031 1.20 -1.01 -1.75
C -2.112 -4.841 3.523 0.97 -1.36 -0.48
C -1.744 -6.593 1.747 -0.54 1.39 1.33
C -1.004 -7.146 4.044 1.83 1.89 -0.47
C -0.051 -6.775 5.175 1.79 -0.70 -1.10
O -0.446 -5.775 5.993 -1.72 0.78 1.50
H 0.845 -6.057 2.209 -0.06 0.11 0.29
H 0.539 -4.607 3.310 0.30 -0.63 0.39
H -0.047 -4.579 1.739 -0.44 -0.47 -0.47
H -1.553 -4.339 4.313 -0.66 -0.04 0.27
H -2.980 -5.451 3.771 -0.38 0.91 0.46
H -2.295 -4.166 2.687 -0.14 -0.12 0.06
H -1.058 -7.358 1.386 -0.30 -0.05 0.28
H -1.865 -5.804 1.005 0.09 -0.12 0.04
H -2.739 -6.892 2.078 -0.04 -0.67 -0.62
H -0.429 -7.880 3.481 -0.59 -0.28 -0.21
H -1.957 -7.510 4.427 -0.15 0.25 -0.52
H 0.924 -6.415 4.847 0.08 -0.38 -0.88
H 0.196 -7.665 5.753 -0.17 -0.52 -0.11
H -1.042 -6.259 6.569 -0.45 0.96 0.83
C -4.754 1.179 -0.555 -0.49 0.44 -1.14
C -4.007 0.903 -1.841 1.53 1.47 -1.30
O -3.872 1.823 -2.736 -0.78 -0.99 0.88
O -3.336 -0.151 -1.880 -0.12 -1.12 -0.31
H -5.311 2.108 -0.682 0.25 0.17 0.40
H -3.922 1.239 0.147 -0.60 0.02 0.57
H -5.495 0.403 -0.366 0.42 -0.23 0.43
C 1.113 -2.011 4.751 -0.53 0.33 0.55
C 1.204 -1.999 6.263 1.30 -1.96 1.55
O 1.981 -2.821 6.786 0.35 -0.39 -0.74
O 0.513 -1.240 6.965 -1.72 2.52 -0.20
H 1.376 -3.019 4.429 0.25 0.28 -0.28
H 1.801 -1.230 4.427 0.05 -0.16 -0.55
H 0.084 -1.756 4.497 -0.03 0.06 -0.39
C -6.720 -4.454 1.096 -0.84 1.78 -0.16
C -6.633 -5.958 0.963 0.20 -0.13 -1.03
O -5.656 -6.450 1.534 1.67 -0.92 1.21
O -7.432 -6.550 0.211 -0.49 0.44 0.04
H -6.306 -3.920 0.240 0.03 -0.39 -0.65
H -6.183 -3.943 1.895 0.05 -0.68 0.57
H -7.757 -4.120 1.137 -0.19 -0.01 0.04
C 4.258 -0.646 -1.822 0.52 -1.41 -0.72
C 4.291 0.411 -2.915 1.18 0.88 0.86
O 5.384 0.785 -3.393 0.27 -0.12 -0.12
O 3.211 0.957 -3.196 -2.16 0.55 -0.67
H 4.210 -0.311 -0.785 0.02 0.36 -0.24
H 5.120 -1.300 -1.945 0.35 0.24 0.30
H 3.430 -1.331 -2.006 -0.48 0.17 0.17
C 4.090 3.082 0.094 0.12 -0.21 -0.54
C 2.796 3.710 -0.382 0.19 0.44 1.07
O 1.714 3.200 0.007 -0.54 0.13 -0.11
O 2.902 4.759 -1.086 -0.13 -0.29 -0.64
H 4.800 3.813 0.481 -0.29 0.12 0.09
H 4.548 2.713 -0.824 0.28 -0.44 0.00
H 3.945 2.261 0.796 -0.04 0.10 -0.08
C 3.705 -3.010 1.646 -0.49 0.37 -0.49
C 5.176 -3.120 1.816 1.18 2.52 4.50
O 5.699 -2.444 2.747 -0.83 0.15 -0.83
O 5.817 -3.919 1.159 0.95 -3.45 -3.36
H 3.331 -4.028 1.749 -0.56 0.03 -0.13
H 3.576 -2.617 0.637 -0.56 -0.20 -0.24
H 3.270 -2.312 2.361 -0.06 -0.26 0.01
C 4.659 1.560 3.816 -0.46 -1.06 0.05
C 3.157 1.816 4.194 0.71 0.76 0.88
O 2.203 1.429 3.465 -0.02 -0.17 -1.25
O 2.939 2.416 5.275 -0.09 0.33 0.20
H 5.402 1.653 4.609 -0.60 0.47 0.49
H 5.086 2.108 2.976 -0.61 0.11 -0.24
H 4.731 0.497 3.586 -0.05 -0.14 -0.45
C -2.356 -3.906 -0.694 -0.57 0.55 0.39
C -1.042 -4.073 -1.425 0.24 -1.24 0.20
O -1.036 -4.580 -2.543 -1.13 -0.31 -2.82
O 0.030 -3.882 -0.833 1.30 1.29 2.04
H -3.002 -4.783 -0.734 0.34 -0.32 0.04
H -3.011 -3.134 -1.098 0.28 0.37 -0.21
H -2.148 -3.626 0.339 -0.22 -0.08 0.09
C -3.980 3.603 3.113 -0.47 0.41 -0.13
C -2.615 3.981 2.542 -0.04 -2.06 1.14
O -2.429 5.005 1.933 -0.36 3.04 -1.45
O -1.700 3.134 2.704 1.33 -1.51 0.43
H -4.319 2.662 2.679 -0.10 0.15 -0.47
H -4.652 4.435 2.903 -0.31 -0.29 -0.07
H -4.054 3.379 4.178 0.65 0.30 0.18
```
Forces are in eV/Å.

- charge = 0
- Kohn-Sham gap (eV) = 5.22
- 2S+1 = 1
- HOMO level (eV) = -6.0

C8H13N3O | ωB97M-V/def2-TZVPD

Geometry as XYZ:
```
25
Properties=species:S:1:pos:R:3:forces:R:3
C 1.668 0.913 -2.762 -0.65 -0.32 -1.49
C 1.738 1.085 -1.375 -2.95 -3.18 -1.77
C 0.452 -0.687 -1.970 -0.98 3.45 -2.08
C -1.939 0.898 0.199 0.01 0.85 -0.38
C 1.218 0.591 1.354 -0.15 -2.11 -2.62
C -1.213 -0.375 0.494 1.88 0.56 0.13
C 1.027 -2.212 0.252 -0.55 -1.31 -0.75
C 0.254 0.009 0.271 1.51 1.08 1.05
N 0.875 -0.066 -3.191 0.18 2.35 0.07
N 1.905 -2.034 -0.638 0.91 0.89 -1.19
N 0.712 0.287 -0.917 -0.31 -0.29 -0.06
O 1.336 -1.654 -1.907 3.83 -5.18 1.73
H 2.103 1.613 -3.473 0.30 -0.42 0.07
H 2.185 1.650 -0.705 2.29 2.93 2.36
H -0.533 -1.026 -1.988 -1.94 -0.33 0.10
H -2.030 1.030 -0.870 0.06 0.05 -0.40
H -2.907 0.735 0.571 -1.62 0.55 0.61
H -1.470 1.825 0.575 -0.30 -0.57 0.20
H 1.169 1.608 1.567 -0.44 1.85 0.31
H 1.087 -0.001 2.185 -0.42 -0.91 2.40
H 2.254 0.360 1.015 -0.64 0.19 -0.01
H -1.252 -0.598 1.568 -0.43 -0.44 -0.34
H -1.659 -1.146 -0.170 0.69 0.09 0.78
H 1.478 -2.410 1.220 -0.60 -0.16 0.19
H 0.027 -2.520 -0.117 0.32 0.41 1.10
```
Forces are in eV/Å.

- charge = 0
- Kohn-Sham gap (spin up / spin down) (eV) = 7.10 / 7.10
- 2S+1 = 1
- HOMO level (spin up / spin down) (eV) = -7.1 / -7.1

C5H5N | ωB97M-V/def2-TZVPD

Geometry as XYZ:
```
11
Properties=species:S:1:pos:R:3:forces:R:3
C -0.904 -0.561 0.540 -0.22 -0.04 -0.75
C 0.069 -1.226 -0.227 -0.09 -0.16 -0.10
C 1.166 -0.541 -0.695 -0.04 -0.09 0.02
N 1.456 0.698 -0.239 -0.40 -0.11 -0.07
C 0.412 1.351 0.242 -0.04 0.14 0.00
C -0.883 0.799 0.382 0.10 0.15 0.40
H -1.664 -1.076 1.130 -0.25 0.00 -0.86
H -0.258 -2.166 -0.644 0.65 -0.61 0.37
H 1.835 -0.973 -1.438 0.02 0.01 0.33
H 0.577 2.319 0.708 0.09 0.29 -0.66
H -1.803 1.357 0.233 0.17 0.41 1.32
```
Forces are in eV/Å.

- charge = 0
- SMILES = c1ccncc1
- Kohn-Sham gap (eV) = 9.61
- 2S+1 = 1
- HOMO level (eV) = -9.0

C23H19N5O3 | ωB97M-V/def2-TZVPD

Geometry as XYZ:
```
50
Properties=species:S:1:pos:R:3:forces:R:3
C -3.757 1.170 -5.302 -0.05 -0.05 0.07
C -2.586 1.365 -4.388 0.01 0.06 -0.01
C -2.545 2.434 -3.502 0.07 -0.22 -0.13
C -1.480 2.617 -2.640 0.07 0.13 0.17
C -0.422 1.715 -2.652 -0.35 0.02 -0.17
N 0.695 1.832 -1.811 0.17 -0.36 -0.25
C 0.953 2.765 -0.867 0.59 -0.10 0.29
O 0.266 3.717 -0.583 -0.15 0.23 0.06
C 2.279 2.472 -0.129 -0.21 0.42 -0.24
N 2.191 1.246 0.618 0.36 -0.36 -0.45
C 2.531 0.030 0.165 0.08 -0.67 -0.01
O 2.993 -0.154 -1.080 -0.10 0.47 0.34
C 2.293 -0.959 1.126 -0.26 0.64 0.04
N 2.547 -2.231 0.744 0.35 -0.10 -0.19
N 2.333 -3.247 1.419 1.16 -0.38 -1.26
C 1.536 -3.603 2.437 -1.19 -0.12 0.89
O 1.896 -4.181 3.444 0.15 0.28 -0.12
C 0.066 -3.400 2.131 -0.23 0.08 0.23
C -0.825 -3.533 3.190 0.08 -0.02 -0.21
C -2.166 -3.271 2.960 0.16 -0.11 0.30
N -2.642 -2.899 1.785 -0.53 0.11 -0.11
C -1.795 -2.784 0.778 0.20 0.02 -0.25
C -0.433 -3.021 0.891 0.09 -0.05 0.17
C 1.765 -0.261 2.281 -0.02 0.20 -0.01
C 1.381 -0.634 3.564 0.03 0.06 -0.04
C 0.905 0.341 4.420 -0.02 -0.02 0.08
C 0.809 1.672 4.026 0.02 0.03 0.02
C 1.212 2.074 2.766 0.04 0.05 -0.12
C 1.699 1.102 1.912 -0.20 -0.44 0.67
C -0.453 0.639 -3.534 0.03 0.08 0.10
C -1.524 0.469 -4.390 -0.02 0.09 0.05
H -4.174 2.127 -5.606 -0.06 0.03 -0.07
H -3.470 0.610 -6.188 -0.04 -0.02 -0.09
H -4.541 0.612 -4.788 -0.10 -0.03 -0.05
H -3.360 3.141 -3.485 -0.08 0.09 0.00
H -1.464 3.453 -1.961 0.01 0.02 0.02
H 1.392 1.110 -1.949 -0.05 0.17 0.08
H 3.095 2.384 -0.853 -0.04 0.04 0.12
H 2.483 3.298 0.554 -0.02 -0.10 -0.14
H 3.237 -1.092 -1.150 -0.06 -0.13 0.08
H -0.461 -3.837 4.159 0.02 -0.01 0.08
H -2.895 -3.361 3.754 0.01 -0.02 0.12
H -2.229 -2.485 -0.167 0.05 0.01 -0.11
H 0.209 -2.925 0.028 0.03 0.02 -0.05
H 1.463 -1.654 3.900 -0.01 -0.08 0.07
H 0.600 0.063 5.417 -0.03 -0.03 0.09
H 0.420 2.404 4.717 -0.03 0.08 0.05
H 1.137 3.106 2.461 -0.03 0.13 -0.05
H 0.368 -0.065 -3.550 0.09 -0.08 0.00
H -1.532 -0.370 -5.069 0.00 -0.08 -0.08
```
Forces are in eV/Å.

- charge = 0
- SMILES = Cc1ccc(NC(=O)Cn2c(O)c(/N=N\C(=O)c3ccncc3)c3ccccc32)cc1
- Kohn-Sham gap (eV) = 8.04
- 2S+1 = 1
- HOMO level (eV) = -8.6

C5H4N2O | ωB97M-V/def2-TZVPD

Geometry as XYZ:
```
12
Properties=species:S:1:pos:R:3:forces:R:3
C -1.973 -0.431 0.170 3.23 1.41 0.58
N -1.483 -1.563 -0.215 0.69 0.73 0.11
C -0.082 -1.320 -0.484 0.52 -1.95 -2.51
C 0.267 0.028 -0.517 -0.53 -5.50 0.33
C 1.480 0.702 -0.117 3.31 -0.62 -1.39
O 0.819 1.708 0.621 6.53 4.39 2.20
N -0.408 1.652 0.930 -4.46 -4.51 -2.62
C -0.840 0.599 0.165 -1.67 2.00 1.57
H -2.855 -0.246 0.704 -1.54 -0.14 0.10
H 0.505 -2.338 -0.791 -1.20 2.96 0.87
H 2.216 1.223 -0.903 -2.13 -0.76 1.36
H 2.352 -0.014 0.437 -2.74 1.98 -0.59
```
Forces are in eV/Å.

- charge = 0
- SMILES = C1=NC=C2CON=C12
- Kohn-Sham gap (eV) = 7.62
- 2S+1 = 1
- HOMO level (eV) = -8.7

C3H6N2O | ωB97M-V/def2-TZVPD

Geometry as XYZ:
```
12
Properties=species:S:1:pos:R:3:forces:R:3
C -2.004 0.537 -0.048 -0.06 0.06 -0.01
C -0.528 0.847 0.009 0.06 0.13 0.02
O -0.080 1.979 0.076 -0.15 -0.31 -0.02
N 0.280 -0.275 -0.010 -0.01 0.16 0.01
C 1.617 -0.238 0.049 0.02 -0.10 -0.01
N 1.986 -1.483 0.004 0.12 0.06 0.01
H -2.569 1.467 -0.120 0.09 -0.13 0.01
H -2.226 -0.107 -0.905 0.05 0.09 0.11
H -2.303 -0.005 0.855 0.06 0.07 -0.11
H 0.654 -1.588 -0.058 0.02 0.02 0.01
H 2.225 0.660 0.117 -0.07 -0.12 -0.01
H 2.948 -1.793 0.030 -0.13 0.09 0.00
```
Forces are in eV/Å.

- charge = 0
- Kohn-Sham gap (eV) = 10.38
- 2S+1 = 1
- HOMO level (eV) = -9.4

It is found that the E_tot values, taken in the order of the records, are -4819.57604 -551.90508 -248.22375 -1387.34812 -377.47337 -302.60689 Ha.
It is found that the relative energy (zero: lowest compared OMol25 entry of this formula, charge and spin) values, taken in the order of the records, are 762.8 668.5 134.7 276.1 500.6 226.4 kJ/mol.